(1)
# C5H4ClFN2O2

A 2-piece molecular cluster, C5H4ClFN2O2 overall in a non-equilibrium geometry (the ωB97M-V functional and the def2-TZVPD basis, the OMol25 dataset).

Output
energy above the lowest of the compared OMol25 structures with the same formula, charge and spin: 44.5 kcal/mol
E_HOMO (spin up / spin down): -7.222 / -6.920 eV
LUMO energy (spin up / spin down): 0.021 / 0.022 Eh
molar mass: 178.55 g mol⁻¹
maximum force: 0.058 Eh/bohr
2S+1: 1
frontier orbital gap (spin up / spin down): 7.8 / 7.5 eV

CARTESIAN COORDINATES (ANGSTROEM)
C -0.76 0.38 0.85
C 0.38 -1.38 0.22
C 2.68 1.13 0.21
C -0.74 1.24 -0.41
C -1.69 -0.56 0.17
N 0.47 -0.29 0.90
N -0.93 -1.64 -0.28
O 2.53 1.96 0.98
O 2.99 0.41 -0.62
F -0.16 0.73 -1.47
Cl 1.62 -2.34 -0.31
H -1.13 0.81 1.70
H -1.29 2.14 -0.80
H -2.75 -0.30 -0.14
H -1.22 -2.27 -1.00

(2)
# C4H9OS

An isolated ion of composition C4H9OS and charge -1 in a non-equilibrium geometry (the ωB97M-V functional and the def2-TZVPD basis, the OMol25 dataset).

Output
energy above the lowest of the compared OMol25 structures with the same formula, charge and spin: 43.3 kcal/mol
SMILES: [O-]CCCCS
E_HOMO: -2.332 eV
LUMO energy: 0.121 Eh
molar mass: 105.18 g mol⁻¹
maximum force: 0.066 Eh/bohr
total charge: -1
2S+1: 1
frontier orbital gap: 5.6 eV

CARTESIAN COORDINATES (ANGSTROEM)
O -2.55 -0.02 -0.28
C -1.75 -0.99 -0.74
C -0.17 -0.56 -0.80
C 0.14 0.01 0.51
C 1.65 0.58 0.43
S 1.85 2.21 1.20
H -2.04 -1.22 -1.80
H -1.72 -1.84 -0.01
H 0.46 -1.42 -1.05
H -0.25 0.20 -1.57
H -0.44 0.86 0.81
H 0.06 -0.81 1.25
H 1.89 0.58 -0.62
H 2.27 -0.08 1.08
H 0.59 2.51 1.62

(3)
# C6H13N

The molecule C6H13N in a non-equilibrium geometry (the ωB97M-V functional and the def2-TZVPD basis, the OMol25 dataset).

Output
energy above the lowest of the compared OMol25 structures with the same formula, charge and spin: 69.1 kcal/mol
SMILES: C=CCCNCC
E_HOMO: -8.731 eV
LUMO energy: 0.041 Eh
molar mass: 99.18 g mol⁻¹
maximum force: 0.106 Eh/bohr
2S+1: 1
frontier orbital gap: 9.8 eV

CARTESIAN COORDINATES (ANGSTROEM)
C -0.03 -2.51 -2.11
C -0.14 -1.58 -1.13
C 1.07 -0.62 -1.04
C 0.77 0.69 -0.47
N -0.73 0.80 -0.13
C -0.90 1.75 1.01
C -0.40 1.26 2.38
H -0.80 -3.30 -2.32
H 0.73 -2.40 -2.74
H -0.79 -1.87 -0.28
H 1.58 -0.58 -2.04
H 1.96 -1.21 -0.64
H 0.98 1.44 -1.36
H 1.33 0.91 0.41
H -1.10 -0.07 0.28
H -2.06 1.73 1.23
H -0.49 2.69 0.70
H -0.82 0.17 2.57
H 0.66 1.00 2.41
H -0.82 1.70 3.28

(4)
# C46H43BrFN5O4Re

C46H43BrFN5O4Re as an isolated structure in a non-equilibrium geometry (the ωB97M-V functional and the def2-TZVPD basis, the OMol25 dataset).

Output
energy above the lowest of the compared OMol25 structures with the same formula, charge and spin: 10.3 kcal/mol
E_HOMO (spin up / spin down): -7.803 / -7.891 eV
LUMO energy (spin up / spin down): -0.059 / -0.094 Eh
molar mass: 1014.99 g mol⁻¹
maximum force: 0.053 Eh/bohr
2S+1: 4
expectation value of S²: 3.78
frontier orbital gap (spin up / spin down): 6.2 / 5.3 eV

CARTESIAN COORDINATES (ANGSTROEM)
Re -0.04 0.09 -0.05
O 2.71 6.21 1.74
C 1.61 6.19 1.22
O 0.84 7.04 0.79
C 1.05 4.71 1.03
C -0.17 4.49 0.42
C -0.62 3.19 0.19
N 0.14 2.12 0.54
C 1.26 2.35 1.28
C 1.76 3.62 1.50
C 1.85 1.16 1.88
C 2.87 1.18 2.83
C 3.30 0.00 3.40
C 2.69 -1.19 3.02
C 1.69 -1.15 2.08
N 1.27 -0.01 1.49
C -1.96 2.96 -0.36
C -2.81 3.96 -0.84
C -4.08 3.61 -1.29
C -4.47 2.28 -1.23
C -3.57 1.36 -0.71
N -2.37 1.70 -0.31
H -0.76 5.35 0.14
H 2.68 3.80 2.04
H 3.31 2.12 3.12
H 4.10 0.00 4.13
H 2.98 -2.13 3.46
H 1.19 -2.06 1.77
H -2.51 5.00 -0.87
H -4.75 4.36 -1.67
H -5.44 1.96 -1.57
H -3.82 0.32 -0.62
C 5.20 0.38 0.66
C 4.33 -0.18 -0.46
C 5.12 -1.22 -1.25
C 3.86 0.95 -1.36
C 4.77 1.91 -1.76
C 4.40 2.93 -2.61
C 3.10 3.01 -3.05
C 2.15 2.08 -2.66
C 0.75 2.15 -3.23
C 0.75 1.63 -4.67
C 0.17 3.56 -3.17
C 2.53 1.03 -1.82
N 1.62 0.01 -1.47
C 1.73 -1.13 -2.17
C 2.49 -1.27 -3.35
C 2.49 -2.45 -4.07
C 1.76 -3.55 -3.65
C 1.01 -3.46 -2.48
C 1.02 -2.29 -1.78
F 0.30 -2.18 -0.60
H 5.34 -0.37 1.45
H 4.75 1.27 1.10
H 6.18 0.65 0.28
H 3.46 -0.68 -0.03
H 5.95 -0.76 -1.79
H 4.49 -1.74 -1.97
H 5.53 -1.95 -0.55
H 5.79 1.86 -1.42
H 5.13 3.66 -2.94
H 2.83 3.80 -3.74
H 0.10 1.48 -2.64
H 1.38 2.25 -5.31
H -0.26 1.67 -5.07
H 1.10 0.60 -4.73
H 0.70 4.22 -3.85
H 0.25 3.97 -2.17
H -0.87 3.56 -3.47
H 3.06 -0.42 -3.70
H 3.08 -2.50 -4.98
H 1.76 -4.46 -4.23
H 0.41 -4.29 -2.14
C -4.79 0.16 2.20
C -3.61 -0.49 2.93
C -3.28 0.34 4.17
C -3.96 -1.93 3.32
C -2.47 -0.47 2.03
C -1.54 -0.34 1.25
H -5.67 0.21 2.84
H -5.04 -0.41 1.31
H -4.53 1.17 1.89
H -4.16 0.44 4.81
H -2.95 1.33 3.88
H -2.48 -0.12 4.75
H -4.89 -1.96 3.87
H -3.17 -2.37 3.93
H -4.06 -2.54 2.42
Br -3.73 3.44 -4.95
C -3.54 1.56 -4.78
C -4.17 0.69 -5.67
N -4.06 -0.62 -5.56
C -3.32 -1.12 -4.59
C -2.64 -0.33 -3.66
C -2.74 1.05 -3.78
C -1.83 -0.94 -2.53
O -1.85 -2.14 -2.33
O -1.19 -0.06 -1.87
H -4.77 1.07 -6.48
H -3.26 -2.20 -4.52
H -2.21 1.69 -3.09

Among the records above, which one has the highest molar mass? C46H43BrFN5O4Re

Look up the energy above the lowest of the compared OMol25 structures with the same formula, charge and spin of the second one. 43.3 kcal/mol

Which of these has the lowest energy above the lowest of the compared OMol25 structures with the same formula, charge and spin? C46H43BrFN5O4Re

What is the molar mass in the third record? 99.18 g mol⁻¹